Molecular formula: C12H30IN2NaO4
Method: DFT, ωB97M-V/def2-TZVPD

Each line ends with the Löwdin charge.
CARTESIAN COORDINATES (ANGSTROEM)
Na: 2.861 -9.928 20.188  0.07
I: 3.894 -10.160 17.416  -0.31
C: 0.559 -7.730 24.639  -0.10
O: 1.214 -7.285 23.473  -0.20
C: 0.540 -7.668 22.295  -0.23
C: 1.312 -7.078 21.116  -0.18
N: 2.748 -7.396 21.247  -0.05
C: 3.482 -6.576 20.275  -0.19
C: 4.980 -6.795 20.288  -0.20
O: 5.576 -6.240 21.450  -0.17
C: 6.087 -7.165 22.373  -0.10
H: 0.343 -8.807 24.576  0.08
H: -0.356 -7.159 24.811  0.09
H: 1.240 -7.647 25.485  0.09
H: -0.440 -7.173 22.310  0.13
H: 0.441 -8.751 22.164  0.09
H: 1.206 -6.000 21.310  0.13
H: 0.928 -7.461 20.175  0.13
H: 3.006 -7.250 22.213  0.10
H: 3.307 -5.528 20.565  0.13
H: 3.150 -6.744 19.249  0.12
H: 5.401 -6.298 19.412  0.13
H: 5.193 -7.868 20.210  0.10
H: 6.580 -6.602 23.170  0.09
H: 6.898 -7.754 21.924  0.09
H: 5.325 -7.801 22.825  0.06
C: 6.376 -10.638 20.711  -0.10
O: 5.137 -10.353 21.325  -0.25
C: 5.003 -10.884 22.626  -0.21
C: 3.760 -10.295 23.249  -0.19
N: 2.533 -10.540 22.493  -0.08
C: 2.116 -11.993 22.509  -0.14
C: 0.832 -12.130 21.715  -0.21
O: 0.882 -11.508 20.425  -0.21
C: -0.385 -10.968 20.107  -0.09
H: 6.447 -10.141 19.747  0.06
H: 6.510 -11.720 20.618  0.10
H: 7.201 -10.220 21.308  0.09
H: 5.838 -10.606 23.279  0.13
H: 4.913 -11.972 22.515  0.12
H: 3.848 -9.210 23.320  0.10
H: 3.624 -10.637 24.289  0.13
H: 1.736 -10.084 22.918  0.08
H: 1.820 -12.063 23.563  0.12
H: 2.908 -12.678 22.236  0.12
H: -0.025 -11.845 22.340  0.12
H: 0.570 -13.173 21.485  0.13
H: -0.326 -10.480 19.134  0.10
H: -0.624 -10.151 20.803  0.08
H: -1.186 -11.708 20.131  0.10

Forces on the atoms, in the same order (eV/Å):
Na 0.311 0.084 -0.154
I -0.112 0.133 0.310
C 0.226 -0.449 0.077
O 0.345 -0.495 0.110
C -0.095 0.676 -0.658
C 0.816 0.098 1.990
N -0.828 -1.056 -1.458
C 0.528 0.546 1.017
C -0.144 -0.333 0.024
O -0.154 0.191 0.166
C 0.774 0.256 0.067
H -0.298 0.108 -0.128
H -0.064 -0.107 0.099
H 0.000 0.415 -0.056
H -0.232 -0.472 -0.131
H -0.089 -0.052 0.426
H -0.276 0.108 -0.985
H -0.151 0.416 -0.175
H 0.309 0.388 -0.097
H 0.073 0.137 -0.525
H -0.361 -0.185 0.141
H 0.093 0.006 0.035
H 0.071 0.047 -0.031
H -0.251 0.142 0.002
H -0.313 -0.309 -0.047
H -0.028 -0.153 -0.156
C 0.587 0.102 0.397
O -0.283 0.566 -0.088
C -0.415 0.059 -0.377
C -1.010 0.389 0.566
N 0.169 -1.415 -1.045
C -0.589 1.961 0.892
C -0.328 -1.379 -0.772
O -0.113 0.419 0.871
C 0.048 0.899 -0.129
H -0.484 -0.215 -0.170
H 0.077 0.032 -0.190
H -0.093 -0.210 0.151
H 0.199 -0.225 -0.179
H 0.284 -0.046 0.427
H 0.216 0.004 -0.102
H 0.413 -0.235 -0.049
H 0.341 0.481 0.113
H 0.224 -1.340 -0.017
H 0.084 0.073 -0.135
H 0.108 0.846 -0.293
H 0.471 -0.166 0.406
H 0.064 -0.409 -0.195
H -0.173 -0.233 0.150
H 0.054 -0.096 -0.094

Properties
2S+1: 1
Relative energy (zero: lowest compared OMol25 entry of this formula, charge and spin): 0.00 kJ/mol
HOMO-LUMO gap: 6.8693 eV
Molar mass: 416.28 g/mol
LUMO: -0.152 eV
Highest occupied orbital energy: -7.02 eV

Molecular formula: C12H30LiO6
Method: DFT, ωB97M-V/def2-TZVPD

Each line ends with the Löwdin charge.
CARTESIAN COORDINATES (ANGSTROEM)
Li: -0.085 0.073 0.009  0.63
C: -0.972 -0.593 2.879  -0.07
O: -0.084 0.183 2.091  -0.25
C: 0.155 1.462 2.646  -0.18
C: 0.976 2.305 1.704  -0.21
O: 0.492 2.155 0.404  -0.23
C: 0.940 3.145 -0.512  -0.06
H: -1.764 0.028 3.307  0.10
H: -0.437 -1.130 3.666  0.10
H: -1.442 -1.333 2.229  0.08
H: 0.671 1.387 3.608  0.14
H: -0.815 1.955 2.807  0.13
H: 2.048 2.050 1.754  0.13
H: 0.909 3.339 2.068  0.14
H: 2.004 3.365 -0.380  0.10
H: 0.361 4.066 -0.409  0.10
H: 0.804 2.753 -1.518  0.09
C: 1.179 -0.430 -2.867  -0.07
O: 0.191 0.246 -2.121  -0.24
C: -1.095 0.068 -2.688  -0.19
C: -2.128 0.836 -1.899  -0.17
O: -1.924 0.660 -0.503  -0.27
C: -3.052 1.079 0.245  -0.06
H: 2.154 -0.137 -2.489  0.09
H: 1.124 -0.162 -3.928  0.10
H: 1.067 -1.518 -2.784  0.09
H: -1.327 -1.005 -2.748  0.13
H: -1.110 0.442 -3.719  0.14
H: -3.123 0.475 -2.177  0.14
H: -2.049 1.906 -2.126  0.14
H: -2.804 0.970 1.298  0.08
H: -3.929 0.476 -0.005  0.10
H: -3.273 2.134 0.057  0.11
C: -1.633 -2.764 -0.320  -0.08
O: -0.448 -2.037 -0.083  -0.25
C: 0.716 -2.849 -0.023  -0.17
C: 1.841 -2.094 0.632  -0.18
O: 1.912 -0.774 0.122  -0.25
C: 3.188 -0.206 0.261  -0.09
H: -1.784 -2.951 -1.388  0.10
H: -2.476 -2.190 0.067  0.09
H: -1.627 -3.727 0.201  0.10
H: 1.004 -3.156 -1.034  0.13
H: 0.530 -3.742 0.582  0.14
H: 2.792 -2.608 0.460  0.14
H: 1.725 -2.025 1.723  0.14
H: 3.512 -0.181 1.312  0.11
H: 3.142 0.819 -0.103  0.09
H: 3.943 -0.761 -0.308  0.10

Forces on the atoms, in the same order (eV/Å):
Li 0.307 0.097 -0.020
C -0.151 -0.318 -0.126
O -0.016 -0.071 -0.197
C -0.354 0.227 0.052
C 0.707 0.231 0.623
O -0.252 -0.190 -0.507
C 0.089 0.003 -0.134
H 0.085 0.014 0.107
H -0.006 0.169 0.127
H 0.111 0.047 -0.022
H -0.025 -0.026 0.048
H 0.090 -0.049 0.056
H -0.173 -0.147 -0.090
H -0.104 0.011 -0.181
H -0.022 -0.008 0.111
H 0.048 0.009 0.122
H -0.091 -0.078 0.039
C 0.277 -0.161 -0.310
O -0.364 0.294 0.193
C -0.013 -0.245 -0.272
C 0.230 0.202 0.087
O -0.116 -0.459 -0.213
C 0.118 0.266 0.135
H -0.027 -0.022 0.089
H -0.056 0.042 0.074
H -0.017 0.061 0.042
H -0.021 0.071 0.216
H 0.015 0.012 0.033
H -0.026 0.090 -0.085
H -0.115 -0.030 -0.020
H -0.036 -0.095 0.012
H -0.003 -0.010 0.042
H -0.013 -0.056 -0.057
C -0.435 -0.242 -0.069
O 0.319 0.217 0.469
C 0.085 -0.060 -0.167
C 0.352 0.424 0.555
O -0.404 -0.242 -0.443
C 0.485 0.290 0.292
H 0.035 -0.007 0.029
H 0.085 0.111 -0.120
H 0.100 0.048 -0.002
H -0.058 -0.043 0.021
H -0.080 -0.081 -0.117
H -0.106 -0.146 -0.142
H -0.207 -0.100 -0.093
H -0.114 -0.034 -0.090
H -0.028 -0.030 -0.068
H -0.107 0.015 -0.030

Properties
2S+1: 1
Relative energy (zero: lowest compared OMol25 entry of this formula, charge and spin): 0.00 kJ/mol
Charge: +1
HOMO-LUMO gap: 11.2494 eV
Molar mass: 277.31 g/mol
LUMO: -1.876 eV
Highest occupied orbital energy: -13.13 eV

Molecular formula: C12H30N2O5V
Method: DFT, ωB97M-V/def2-TZVPD

Each line ends with the Löwdin charge.
CARTESIAN COORDINATES (ANGSTROEM)
V: 0.653 -0.037 0.788  0.79
O: 2.312 1.402 0.761  -0.38
C: 2.033 2.314 1.794  -0.39
C: 0.548 2.520 2.215  -0.38
O: -0.304 1.409 2.106  -0.37
H: 2.467 3.300 1.556  0.09
H: 2.624 2.062 2.696  0.08
H: 0.112 3.321 1.587  0.07
H: 0.525 2.913 3.244  0.09
C: -2.195 -1.618 0.442  -0.06
O: -1.022 -1.290 1.146  -0.29
C: -0.858 -2.068 2.337  -0.17
C: 0.285 -1.627 3.245  -0.16
N: 1.497 -1.313 2.445  -0.09
C: 2.213 -2.504 1.909  -0.15
C: 2.880 -2.077 0.608  -0.18
O: 1.853 -1.603 -0.264  -0.27
C: 2.305 -1.439 -1.582  -0.09
H: -2.196 -1.203 -0.560  0.08
H: -3.058 -1.238 0.999  0.11
H: -2.321 -2.705 0.361  0.10
H: -0.617 -3.085 2.006  0.12
H: -1.806 -2.069 2.876  0.14
H: 0.516 -2.439 3.946  0.12
H: 0.040 -0.763 3.860  0.12
H: 2.172 -0.933 3.102  0.14
H: 1.543 -3.336 1.693  0.12
H: 2.979 -2.829 2.614  0.13
H: 3.399 -2.911 0.127  0.13
H: 3.582 -1.258 0.796  0.14
H: 3.113 -0.712 -1.680  0.11
H: 1.488 -1.210 -2.265  0.08
H: 2.676 -2.392 -1.986  0.09
C: -1.579 2.902 -1.395  -0.04
C: -1.368 1.393 -1.426  -0.39
C: -1.656 0.859 -2.825  -0.23
O: -3.008 1.016 -3.143  -0.17
C: -3.306 0.832 -4.494  -0.12
N: 0.019 1.031 -1.048  0.02
H: -2.560 3.177 -1.782  0.08
H: -0.875 3.412 -2.064  0.09
H: -1.425 3.264 -0.377  0.08
H: -2.060 0.971 -0.699  0.13
H: -1.302 -0.182 -2.910  0.12
H: -1.040 1.389 -3.570  0.13
H: -2.977 1.697 -5.094  0.09
H: -4.393 0.818 -4.592  0.09
H: -2.898 -0.073 -4.959  0.09
H: 0.573 1.024 -1.909  0.10
H: 0.416 1.887 -0.634  0.08

Forces on the atoms, in the same order (eV/Å):
V 1.083 2.120 0.787
O -1.662 -0.710 0.068
C 0.691 -0.120 0.279
C -0.583 -0.153 -0.637
O 1.209 -1.192 -0.776
H -0.273 0.215 -0.200
H -0.173 -0.420 0.228
H 0.207 0.229 -0.073
H 0.195 0.093 0.047
C -0.715 -0.399 0.398
O 0.529 -0.100 0.351
C -0.020 -0.477 -0.133
C 0.357 0.128 -0.163
N -0.139 -0.616 0.521
C -0.002 0.501 -0.581
C 0.012 0.098 0.192
O -0.299 -0.112 0.129
C 0.431 -0.683 -1.097
H 0.302 0.203 0.039
H -0.015 0.070 -0.156
H 0.180 0.003 -0.026
H -0.342 -0.150 0.031
H 0.044 -0.086 0.163
H -0.310 -0.215 -0.076
H -0.090 0.267 -0.409
H -0.256 0.757 -0.255
H -0.151 0.083 0.159
H -0.027 -0.208 -0.006
H 0.014 -0.044 0.060
H 0.021 0.013 -0.051
H -0.135 0.260 0.217
H -0.232 0.426 0.446
H 0.162 -0.034 0.323
C 0.195 0.147 -0.252
C -0.244 0.462 -0.438
C 0.607 -0.142 -0.125
O -0.084 -0.436 0.489
C -0.486 0.626 -0.800
N -0.014 1.178 -0.442
H -0.158 -0.124 0.347
H 0.199 -0.134 0.129
H -0.155 0.123 -0.044
H 0.021 -0.249 -0.047
H -0.406 -0.215 0.109
H 0.051 0.308 0.157
H 0.205 -0.158 0.106
H 0.078 -0.177 0.111
H 0.103 -0.100 0.342
H -0.032 -0.451 0.127
H 0.104 -0.405 0.431

Properties
2S+1: 4
Relative energy (zero: lowest compared OMol25 entry of this formula, charge and spin): 0.00 kJ/mol
HOMO-LUMO gap (alpha / beta): 6.1580 / 6.8838 eV
Molar mass: 333.32 g/mol
LUMO (alpha / beta): 0.362 / 0.355 eV
Highest occupied orbital energy (alpha / beta): -5.80 / -6.53 eV

Molecular formula: C12H30NO7Sr
Method: DFT, ωB97M-V/def2-TZVPD

Each line ends with the Löwdin charge.
CARTESIAN COORDINATES (ANGSTROEM)
Sr: -7.394 -25.348 7.232  1.66
C: -3.880 -22.715 8.506  -0.08
C: -5.374 -22.423 8.402  -0.65
C: -5.599 -21.039 7.798  -0.07
O: -6.017 -23.401 7.670  -0.42
H: -3.711 -23.674 8.998  0.06
H: -3.349 -21.942 9.070  0.08
H: -3.437 -22.714 7.503  0.08
H: -5.773 -22.381 9.444  0.12
H: -6.668 -20.829 7.707  0.06
H: -5.163 -20.991 6.795  0.07
H: -5.155 -20.248 8.411  0.08
C: -10.994 -23.160 4.754  0.08
N: -9.772 -22.959 5.584  -0.40
O: -9.133 -23.951 5.938  -0.08
O: -9.463 -21.843 5.886  0.14
H: -10.927 -22.475 3.915  0.11
H: -11.849 -22.933 5.380  0.11
H: -11.009 -24.186 4.405  0.10
C: -6.496 -23.632 4.240  -0.07
O: -6.380 -24.893 4.869  -0.29
C: -5.113 -25.467 4.627  -0.19
C: -5.102 -26.783 5.341  -0.18
O: -5.376 -26.555 6.708  -0.38
C: -4.236 -26.408 7.571  -0.04
H: -7.549 -23.416 4.090  0.08
H: -6.020 -23.650 3.253  0.10
H: -6.030 -22.860 4.859  0.10
H: -4.323 -24.818 5.037  0.15
H: -4.910 -25.573 3.557  0.14
H: -4.254 -27.451 5.172  0.14
H: -5.929 -27.407 4.965  0.14
H: -3.854 -25.389 7.463  0.08
H: -3.449 -27.115 7.315  0.10
H: -4.566 -26.506 8.602  0.09
C: -8.974 -22.936 9.114  -0.07
O: -8.906 -24.360 9.044  -0.31
C: -8.882 -24.937 10.343  -0.17
C: -8.696 -26.429 10.231  -0.17
O: -7.668 -26.682 9.269  -0.36
C: -7.222 -28.039 9.283  -0.07
H: -9.929 -22.620 9.541  0.11
H: -8.835 -22.538 8.116  0.06
H: -8.149 -22.545 9.720  0.10
H: -9.804 -24.699 10.876  0.14
H: -8.026 -24.516 10.885  0.14
H: -9.595 -26.988 9.950  0.14
H: -8.380 -26.827 11.203  0.14
H: -8.035 -28.723 9.559  0.10
H: -6.426 -28.172 10.016  0.11
H: -6.918 -28.362 8.287  0.09

Forces on the atoms, in the same order (eV/Å):
Sr 0.578 2.412 -0.042
C 0.175 0.381 0.014
C -0.140 0.013 0.176
C -0.052 0.120 -0.027
O -0.855 -1.359 -0.304
H 0.051 -0.042 -0.054
H -0.082 -0.076 0.082
H -0.081 -0.205 0.042
H 0.111 -0.022 -0.142
H 0.004 -0.061 -0.005
H 0.007 -0.011 0.040
H 0.028 -0.058 -0.054
C 0.233 -0.195 -0.221
N 0.209 -0.132 0.230
O -0.493 -0.229 -0.247
O -0.113 0.255 -0.100
H -0.051 0.149 0.087
H -0.038 0.075 0.044
H 0.002 -0.044 0.125
C 0.131 0.613 -0.277
O -0.213 -0.408 -0.374
C 0.957 0.133 0.106
C -0.774 -0.857 -0.526
O 0.484 -1.083 0.717
C 0.250 0.936 -0.365
H -0.022 0.015 0.109
H -0.025 -0.049 0.095
H -0.089 -0.044 0.020
H -0.155 0.021 -0.002
H -0.201 -0.104 -0.020
H 0.480 0.573 0.184
H -0.102 0.322 0.063
H 0.046 -0.105 0.016
H -0.142 -0.244 0.094
H -0.068 -0.255 -0.027
C 0.246 0.304 0.135
O -0.259 -0.202 0.089
C 0.345 0.113 -0.115
C 0.034 -0.347 0.290
O -0.019 -0.568 0.023
C -0.459 -0.588 0.353
H -0.011 -0.035 -0.043
H -0.081 -0.048 -0.078
H -0.087 -0.106 0.017
H -0.010 -0.052 0.113
H -0.113 0.031 0.048
H -0.042 0.258 -0.165
H -0.025 0.142 -0.021
H -0.018 0.254 0.043
H 0.132 0.052 -0.142
H 0.316 0.356 -0.006

Properties
2S+1: 1
Relative energy (zero: lowest compared OMol25 entry of this formula, charge and spin): 0.00 kJ/mol
Charge: +1
HOMO-LUMO gap: 6.9533 eV
Molar mass: 387.99 g/mol
LUMO: -3.222 eV
Highest occupied orbital energy: -10.17 eV

Molecular formula: C12H30O6
Method: DFT, ωB97M-V/def2-TZVPD

Each line ends with the Löwdin charge.
CARTESIAN COORDINATES (ANGSTROEM)
C: 10.633 8.749 14.550  -0.07
O: 11.915 9.471 14.776  -0.18
C: 11.817 10.637 15.536  -0.22
C: 11.430 10.294 17.006  -0.17
O: 12.004 11.407 17.799  -0.21
C: 11.959 11.151 19.223  -0.10
H: 9.824 9.315 14.087  0.08
H: 10.200 8.065 15.281  0.08
H: 11.000 8.037 13.811  0.08
H: 11.030 11.286 15.151  0.12
H: 12.755 11.181 15.642  0.13
H: 11.800 9.310 17.295  0.11
H: 10.355 10.177 17.146  0.11
H: 12.773 11.717 19.677  0.08
H: 12.199 10.099 19.377  0.08
H: 10.985 11.365 19.662  0.08
C: 6.799 32.508 15.881  -0.07
O: 6.717 31.107 16.181  -0.19
C: 7.507 30.241 15.460  -0.23
C: 7.331 28.756 15.925  -0.16
O: 7.518 28.476 17.325  -0.17
C: 7.660 27.157 17.586  -0.19
H: 7.845 32.766 16.051  0.08
H: 6.170 33.161 16.486  0.09
H: 6.600 32.627 14.816  0.08
H: 8.574 30.446 15.552  0.12
H: 7.212 30.245 14.411  0.12
H: 7.977 28.159 15.281  0.12
H: 6.317 28.378 15.792  0.12
H: 6.757 26.563 17.444  0.09
H: 7.758 27.173 18.672  0.09
H: 8.490 26.567 17.199  0.09
C: 8.698 19.424 21.540  -0.08
O: 8.130 18.524 22.508  -0.17
C: 8.213 17.176 22.254  -0.22
C: 7.630 16.662 20.915  -0.18
O: 8.321 17.123 19.750  -0.21
C: 7.859 16.552 18.535  -0.11
H: 9.662 19.043 21.202  0.09
H: 8.752 20.488 21.773  0.09
H: 8.182 19.368 20.582  0.07
H: 7.589 16.768 23.050  0.13
H: 9.210 16.764 22.414  0.12
H: 6.608 17.013 20.773  0.13
H: 7.641 15.576 20.823  0.12
H: 7.166 15.731 18.714  0.07
H: 8.573 16.029 17.899  0.08
H: 7.300 17.246 17.907  0.09

Forces on the atoms, in the same order (eV/Å):
C 1.958 -0.447 -1.336
O -1.594 -0.909 -0.179
C -1.245 -0.359 1.994
C 0.693 1.506 0.126
O -0.977 -1.670 0.190
C 0.486 -0.359 -1.214
H 0.272 0.601 0.171
H 0.433 0.662 1.088
H -0.357 0.024 -0.344
H 0.115 0.314 -0.289
H 0.140 -0.303 -0.636
H 0.784 0.077 0.108
H -0.306 0.588 0.074
H -0.311 0.260 0.034
H -0.090 -0.168 0.218
H -0.006 0.186 -0.005
C 1.398 -1.309 -0.704
O -1.523 0.827 1.426
C 0.090 -1.567 0.570
C -1.051 0.385 0.451
O 1.110 2.533 -1.993
C -0.465 -1.714 2.352
H 0.128 0.542 -0.015
H -0.216 -0.697 0.107
H -0.222 0.369 -0.115
H 0.258 0.420 -0.046
H 0.181 -0.008 -0.404
H 0.367 -0.133 0.129
H -0.338 0.359 -0.800
H -0.426 -0.020 -0.571
H 0.304 -0.513 0.199
H 0.405 0.525 -0.586
C 0.206 -1.266 -1.432
O 0.000 2.559 -0.174
C -0.453 -1.198 -0.742
C -0.103 0.486 -0.753
O 0.978 0.029 -0.528
C -0.965 -0.737 0.126
H 0.561 0.187 0.525
H -0.147 -0.414 1.018
H -0.672 0.020 0.124
H -0.063 -0.468 -0.108
H 0.431 0.134 -0.223
H -0.375 -0.069 0.511
H -0.089 -0.235 0.742
H -0.392 -0.037 0.429
H 0.919 0.587 0.342
H 0.167 0.419 0.142

Properties
2S+1: 1
Relative energy (zero: lowest compared OMol25 entry of this formula, charge and spin): 349.06 kJ/mol
HOMO-LUMO gap: 10.2959 eV
Molar mass: 270.37 g/mol
LUMO: 0.682 eV
Highest occupied orbital energy: -9.61 eV
SMILES: COCCOC.COCCOC.COCCOC

What is the formula in the second record?
C12H30LiO6

Which formula does entry 2 have?
C12H30LiO6

Among the records above, which one has the highest molar mass?
C12H30IN2NaO4